[1]
C9H13NO2 | ωB97M-V with the def2-TZVPD basis set

## Properties
HOMO energy = -8.43 eV
SMILES string = COc1cccc(CN)c1OC
Orbital gap = 9.3 eV
Charge = 0
E_tot = -555.86997 Ha

Structure (XYZ):
```
25
Properties=species:S:1:pos:R:3:forces:R:3
C -1.95286 2.28419 0.44076 -5.4 1.3 -2.8
O -1.66984 1.62949 -0.80230 1.7 -1.7 2.2
C -1.19716 0.38763 -0.27647 1.0 -1.4 -1.8
C -2.18075 -0.61933 -0.04996 2.4 0.3 -0.6
C -1.68686 -1.84459 0.40272 -0.7 -1.0 -0.1
C -0.32736 -2.00871 0.64405 -0.8 -1.7 2.0
C 0.61073 -1.02749 0.50029 -0.4 -0.6 0.2
C 1.91192 -1.23409 1.11382 3.8 0.5 0.9
N 3.04830 -1.61228 0.23240 -0.2 -0.1 0.9
C 0.26452 0.11095 -0.14588 -3.7 1.8 -0.3
O 1.23274 0.97250 -0.49540 0.0 0.7 -0.6
C 0.96669 1.65667 -1.75853 -0.9 -0.2 1.9
H -1.26177 2.31179 1.20406 1.8 -0.2 1.3
H -2.32313 3.24423 0.09862 0.8 1.0 0.3
H -2.98907 1.92608 0.73035 1.4 -0.4 0.7
H -3.19247 -0.46976 -0.41130 0.0 0.1 0.4
H -2.35541 -2.72533 0.56460 0.5 1.0 -0.2
H 0.04455 -2.90498 1.22496 -0.7 0.8 -1.0
H 2.36378 -0.30447 1.61240 -1.3 -1.1 -0.4
H 1.88924 -2.03907 1.88474 -0.3 0.7 -0.4
H 3.20610 -0.94710 -0.48207 0.1 1.2 -0.6
H 2.84426 -2.43569 -0.27442 -0.4 -1.3 -0.4
H 0.02600 1.23851 -2.14170 1.0 0.3 -0.8
H 0.85530 2.68487 -1.53716 -1.0 1.2 0.5
H 1.87257 1.72599 -2.27859 1.2 -1.1 -1.4
```
Positions in Å, forces in eV/Å.

[2]
C5H19N2OSn | ωB97M-V with the def2-TZVPD basis set

## Properties
HOMO energy = -12.51 eV
Orbital gap = 8.1 eV
Charge = +1
E_tot = -600.68041 Ha

Structure (XYZ):
```
28
Properties=species:S:1:pos:R:3:forces:R:3
C 1.31660 1.74179 0.13500 -0.7 -0.9 -0.5
Sn 0.36879 -0.23567 0.16924 0.1 1.6 2.1
N -1.61639 -1.69693 0.00917 1.2 0.5 -0.2
N -0.06437 0.28020 -2.39292 0.0 -0.6 1.1
H -2.53462 -1.33599 0.25592 0.2 0.2 0.0
H 1.72056 -1.30194 0.11009 -0.6 -0.4 -0.3
H 1.85617 1.72313 1.06634 0.2 0.0 0.4
H 0.67778 2.60840 0.07794 -0.3 0.1 0.0
H 2.00247 1.70377 -0.69414 0.4 0.2 -0.3
H -1.00261 0.49480 -2.71385 0.2 0.0 -0.1
H 0.27604 -0.57724 -2.81458 -0.1 0.3 -0.4
H 0.57217 1.04981 -2.58085 -0.2 -0.1 -0.1
H -1.67014 -2.17286 -0.88651 -0.2 -0.1 0.1
H -1.35004 -2.37903 0.71717 -0.1 0.0 0.0
C 1.23724 -0.71591 3.86624 -0.3 0.1 -0.1
C -0.05705 0.01341 3.44489 -0.3 -0.4 -0.1
C -1.28080 -0.73446 3.97936 0.1 0.1 0.2
C -0.00929 1.45841 3.93563 -0.1 -0.1 0.0
O -0.36709 0.06888 2.02992 0.7 -0.5 -1.5
H 1.26177 -0.72496 4.96610 0.0 0.0 -0.3
H 2.14848 -0.20026 3.53773 -0.2 -0.1 -0.1
H 1.26147 -1.76217 3.53821 0.0 0.2 -0.1
H -1.29281 -0.75174 5.07342 -0.1 -0.1 -0.1
H -2.17643 -0.23330 3.59225 0.1 -0.1 0.3
H -1.27677 -1.76259 3.59001 0.0 0.2 0.2
H 0.88811 1.96922 3.56274 -0.2 -0.1 0.1
H -0.89405 1.99174 3.57250 0.1 0.0 0.1
H 0.00439 1.47671 5.03152 0.0 0.1 -0.2
```
Positions in Å, forces in eV/Å.

[3]
C11H24BIInNO | ωB97M-V with the def2-TZVPD basis set

## Properties
HOMO energy = -15.51 eV
Orbital gap = 4.2 eV
Charge = +2
E_tot = -1075.32288 Ha

Structure (XYZ):
```
40
Properties=species:S:1:pos:R:3:forces:R:3
C -2.90076 -0.79315 2.35292 -0.6 0.0 -1.0
C -2.01668 0.07664 1.32490 0.4 0.9 0.1
C -2.91144 1.27880 0.71391 -0.4 -1.8 -0.9
C -0.69488 0.72617 1.98354 0.4 -0.5 0.6
C 0.70204 0.13702 1.44738 -0.8 -2.1 3.5
B 1.15277 0.62674 -0.07729 1.2 4.2 -3.5
N 0.05299 1.21025 -0.91579 -0.9 -1.9 2.6
C 2.34037 1.79027 -0.01339 -0.3 1.0 -0.2
C 2.33657 2.48999 -1.47834 3.3 -2.9 -3.0
O 2.94708 2.00074 -2.46156 -3.0 2.2 4.8
I 1.24827 4.36167 -1.89474 0.2 -0.9 0.4
C 1.89387 -0.70907 -0.78628 0.0 -4.5 0.7
C 0.81699 -1.81879 -1.28732 1.2 0.1 -1.1
C 1.52747 -3.26252 -1.00650 0.1 0.4 0.0
C 0.67085 -1.64132 -2.90062 -0.6 0.1 1.5
H -3.24669 -0.17865 3.26257 0.8 -1.0 -1.2
H -3.86217 -1.09240 1.77963 1.5 0.4 1.0
H -2.37755 -1.76793 2.64364 -0.7 1.6 -0.2
H -1.68605 -0.57399 0.44757 -0.6 0.8 1.2
H -3.16638 1.09557 -0.39823 0.2 0.5 1.8
H -3.92564 1.27781 1.30328 1.3 -0.9 -1.5
H -2.44485 2.33444 0.82735 0.5 -2.2 -1.3
H -0.73901 0.46918 3.11438 0.4 0.4 -1.7
H -0.64938 1.87293 1.93449 -0.2 -1.6 -0.1
H 0.71246 -1.01857 1.52065 -0.2 1.9 -0.3
H 1.53169 0.49951 2.16126 -1.0 -0.4 -1.4
H -0.67210 0.52424 -1.17932 0.4 0.5 -0.3
H -0.39228 2.03734 -0.49288 0.6 0.1 -1.1
H 2.12317 2.59697 0.77382 0.7 -0.9 -1.2
H 3.35451 1.28179 0.12490 -1.2 0.9 0.0
H 2.46535 -1.22103 0.08177 -0.6 1.1 -1.5
H 2.63513 -0.41135 -1.61192 -1.1 0.5 1.1
H -0.19045 -1.74750 -0.74352 1.4 -0.1 -0.7
H 0.80613 -4.11740 -1.24781 1.0 1.3 0.4
H 1.91445 -3.33446 0.07369 -0.7 0.0 -1.6
H 2.42822 -3.32836 -1.71448 -1.3 0.0 1.1
H 1.63289 -2.06259 -3.35519 -1.6 0.8 0.4
H 0.52501 -0.52503 -3.10082 0.4 -1.4 -0.1
H -0.26699 -2.18885 -3.26668 1.5 0.7 0.4
In -3.67500 3.10489 2.06104 -1.5 2.9 2.4
```
Positions in Å, forces in eV/Å.

Repeat the third record exactly.
C11H24BIInNO | ωB97M-V with the def2-TZVPD basis set

## Properties
HOMO energy = -15.51 eV
Orbital gap = 4.2 eV
Charge = +2
E_tot = -1075.32288 Ha

Structure (XYZ):
```
40
Properties=species:S:1:pos:R:3:forces:R:3
C -2.90076 -0.79315 2.35292 -0.6 0.0 -1.0
C -2.01668 0.07664 1.32490 0.4 0.9 0.1
C -2.91144 1.27880 0.71391 -0.4 -1.8 -0.9
C -0.69488 0.72617 1.98354 0.4 -0.5 0.6
C 0.70204 0.13702 1.44738 -0.8 -2.1 3.5
B 1.15277 0.62674 -0.07729 1.2 4.2 -3.5
N 0.05299 1.21025 -0.91579 -0.9 -1.9 2.6
C 2.34037 1.79027 -0.01339 -0.3 1.0 -0.2
C 2.33657 2.48999 -1.47834 3.3 -2.9 -3.0
O 2.94708 2.00074 -2.46156 -3.0 2.2 4.8
I 1.24827 4.36167 -1.89474 0.2 -0.9 0.4
C 1.89387 -0.70907 -0.78628 0.0 -4.5 0.7
C 0.81699 -1.81879 -1.28732 1.2 0.1 -1.1
C 1.52747 -3.26252 -1.00650 0.1 0.4 0.0
C 0.67085 -1.64132 -2.90062 -0.6 0.1 1.5
H -3.24669 -0.17865 3.26257 0.8 -1.0 -1.2
H -3.86217 -1.09240 1.77963 1.5 0.4 1.0
H -2.37755 -1.76793 2.64364 -0.7 1.6 -0.2
H -1.68605 -0.57399 0.44757 -0.6 0.8 1.2
H -3.16638 1.09557 -0.39823 0.2 0.5 1.8
H -3.92564 1.27781 1.30328 1.3 -0.9 -1.5
H -2.44485 2.33444 0.82735 0.5 -2.2 -1.3
H -0.73901 0.46918 3.11438 0.4 0.4 -1.7
H -0.64938 1.87293 1.93449 -0.2 -1.6 -0.1
H 0.71246 -1.01857 1.52065 -0.2 1.9 -0.3
H 1.53169 0.49951 2.16126 -1.0 -0.4 -1.4
H -0.67210 0.52424 -1.17932 0.4 0.5 -0.3
H -0.39228 2.03734 -0.49288 0.6 0.1 -1.1
H 2.12317 2.59697 0.77382 0.7 -0.9 -1.2
H 3.35451 1.28179 0.12490 -1.2 0.9 0.0
H 2.46535 -1.22103 0.08177 -0.6 1.1 -1.5
H 2.63513 -0.41135 -1.61192 -1.1 0.5 1.1
H -0.19045 -1.74750 -0.74352 1.4 -0.1 -0.7
H 0.80613 -4.11740 -1.24781 1.0 1.3 0.4
H 1.91445 -3.33446 0.07369 -0.7 0.0 -1.6
H 2.42822 -3.32836 -1.71448 -1.3 0.0 1.1
H 1.63289 -2.06259 -3.35519 -1.6 0.8 0.4
H 0.52501 -0.52503 -3.10082 0.4 -1.4 -0.1
H -0.26699 -2.18885 -3.26668 1.5 0.7 0.4
In -3.67500 3.10489 2.06104 -1.5 2.9 2.4
```
Positions in Å, forces in eV/Å.